The following is a DFT calculation (wB97M-V/def2-TZVPD) of a 5-piece molecular cluster, C32H57B2F8N6O12S2 overall at a distorted geometry.

E_HOMO ... -10.57 eV
Net charge ... +1
DFT total energy ... -4129.89181 Ha
Gap between HOMO and LUMO ... 6.236 eV

XYZ file:
```
119
Properties=species:S:1:pos:R:3:lowdin_charge:R:1
C 5.1874 2.3051 5.5632 0.02
C 4.9071 2.4683 4.0941 -0.52
O 4.2934 3.4350 3.6798 0.11
O 5.3816 1.4890 3.2855 -0.01
C 4.3915 0.9844 2.3534 -0.15
C 4.4625 -0.5318 2.2719 -0.14
C 3.2850 -1.1613 3.0206 -0.18
C 3.3388 -0.7422 4.5019 -0.18
C 2.5657 -1.6641 5.4463 -0.12
C 1.0701 -1.2855 5.6319 -0.10
N 0.5027 -0.6290 4.4295 0.04
C 0.4513 0.7237 4.3667 -0.44
S 1.0236 1.8018 5.6519 1.01
C -0.0248 1.3421 3.2574 -0.02
B -0.0907 2.9544 3.1759 -0.63
O 1.0823 3.6408 3.1675 0.19
N -1.3662 3.6447 3.1503 -0.10
C -1.5992 4.3409 4.4440 -0.06
C -1.3247 4.6906 2.0862 -0.05
C -0.4608 0.5693 2.1981 0.04
B -0.9645 1.3688 0.9061 -0.72
O -0.1186 1.4038 -0.1380 0.20
O -2.1573 1.9963 0.8421 0.22
C -0.4275 -0.7926 2.2881 -0.14
S -1.0388 -1.7038 0.8880 0.82
O -1.5389 -2.9875 1.2612 -0.24
O -1.9880 -0.9538 0.1332 -0.22
C 0.4663 -2.1207 -0.1689 -0.44
F 1.5473 -1.5474 0.3722 0.14
F 0.6422 -3.4341 -0.1005 0.15
C 0.2884 -1.7364 -1.6598 -0.59
F 0.1856 -0.4348 -1.8111 0.20
F -0.7595 -2.3850 -2.1484 0.19
F 1.3775 -2.1642 -2.3121 0.17
C 0.0772 -1.3871 3.4120 -0.15
C 0.1820 -2.8842 3.5317 -0.01
C -1.0602 -3.6010 4.1387 -0.23
O -0.6400 -4.3805 5.2381 0.03
C -2.2047 -2.7020 4.5957 -0.59
F -2.7699 -2.0367 3.5950 0.18
F -1.8483 -1.8435 5.5604 0.17
F -3.1570 -3.4883 5.1168 0.17
H 5.5775 1.3174 5.7907 0.08
H 5.9439 3.0186 5.8752 0.10
H 4.2958 2.4938 6.1470 0.08
H 3.4168 1.3325 2.6964 0.11
H 4.5774 1.4648 1.3983 0.13
H 5.3915 -0.8472 2.7398 0.13
H 4.4497 -0.8034 1.2208 0.11
H 2.4000 -0.7845 2.5126 0.09
H 3.3413 -2.2454 2.9758 0.12
H 3.0670 0.3032 4.6062 0.07
H 4.3865 -0.8031 4.7865 0.12
H 2.7090 -2.7029 5.1668 0.11
H 3.0077 -1.5557 6.4329 0.12
H 1.0114 -0.6414 6.4914 0.09
H 0.5026 -2.1669 5.8908 0.12
H 0.4387 1.2197 6.7155 -0.07
H 1.8069 3.2177 2.6877 0.11
H -2.4922 4.9528 4.3590 0.09
H -1.7876 3.5958 5.2144 0.08
H -0.7706 4.9966 4.7134 0.10
H -1.1438 5.6822 2.4906 0.09
H -0.5620 4.4949 1.3360 0.09
H -2.2833 4.7172 1.5749 0.09
H -0.4621 2.0509 -0.7694 0.14
H -2.5671 2.0945 1.7115 0.12
H 0.3824 -3.2534 2.5386 0.11
H 1.0315 -3.1901 4.1196 0.11
H -1.4841 -4.2653 3.3965 0.16
H -0.6767 -5.3063 4.9913 0.12
C 2.6669 2.7260 -1.4699 -0.36
O 2.3354 3.1669 -0.3816 -0.01
N 2.4204 3.3238 -2.6441 -0.19
C 2.8388 2.7468 -3.9100 -0.05
C 1.7109 4.5947 -2.6474 -0.03
H 3.2101 1.7714 -1.5750 0.13
H 3.5145 3.4320 -4.4234 0.09
H 1.9671 2.5677 -4.5418 0.09
H 3.3542 1.8035 -3.7415 0.08
H 2.2698 5.3313 -2.0704 0.10
H 0.7295 4.4740 -2.1870 0.09
H 1.5909 4.9459 -3.6682 0.09
C 0.5090 -2.8802 -7.5028 -0.38
O 0.0316 -3.2695 -8.5467 0.03
N -0.0955 -2.9602 -6.2994 -0.20
C 0.5259 -2.4552 -5.0948 -0.07
C -1.4162 -3.5682 -6.2181 -0.03
H 1.5063 -2.4066 -7.4568 0.13
H 0.6519 -3.2633 -4.3751 0.08
H -0.1073 -1.6779 -4.6583 0.08
H 1.5013 -2.0302 -5.3248 0.09
H -1.3719 -4.5972 -6.5746 0.10
H -2.1186 -3.0217 -6.8478 0.09
H -1.7667 -3.5544 -5.1890 0.08
C -1.0498 2.2247 -7.3443 -0.37
O -1.4536 3.3144 -6.9862 0.00
N -1.8257 1.1527 -7.5817 -0.19
C -1.2681 -0.1221 -7.9948 -0.05
C -3.2647 1.2787 -7.4143 -0.03
H 0.0246 2.0211 -7.5015 0.13
H -1.6728 -0.4146 -8.9642 0.10
H -1.5251 -0.8819 -7.2557 0.07
H -0.1848 -0.0553 -8.0711 0.08
H -3.6485 2.0515 -8.0803 0.09
H -3.4943 1.5683 -6.3883 0.09
H -3.7454 0.3308 -7.6411 0.09
C -4.8800 -2.1889 -2.9811 -0.36
O -5.2834 -2.5888 -4.0542 0.01
N -5.5818 -2.2094 -1.8324 -0.20
C -5.0194 -1.7131 -0.5923 -0.06
C -6.9339 -2.7444 -1.8464 -0.04
H -3.8675 -1.7626 -2.8571 0.13
H -4.9922 -2.5164 0.1482 0.09
H -5.6302 -0.8921 -0.2094 0.09
H -4.0092 -1.3560 -0.7620 0.05
H -6.9184 -3.7818 -2.1815 0.09
H -7.5516 -2.1722 -2.5389 0.09
H -7.3604 -2.6903 -0.8482 0.09
```